1.
Density functional theory data (ωB97M-V/def2-TZVPD) for a structure of composition C9H20N2ORuS4.

Net charge: +4
LUMO level (alpha / beta) (eV): -16.58 / -18.85
2S+1: 5
⟨S²⟩: 6.0274

XYZ file:
```
37
Properties=species:S:1:pos:R:3:forces:R:3
Ru -0.00006 0.00068 0.79754 0.0 0.0 0.1
C -1.48482 2.40126 2.11823 -0.3 0.2 0.3
C -2.68816 1.51403 1.73406 0.0 0.4 -0.1
S -2.30625 0.02415 0.68996 -0.3 0.0 0.1
C -2.67284 -1.63978 1.43909 0.1 -0.5 -0.1
C -1.47191 -2.40439 2.01662 -0.3 -0.2 0.3
S 0.04934 -2.34932 0.94449 -0.1 0.2 0.2
C 1.48482 -2.40093 2.11637 0.3 -0.2 0.3
C 2.68812 -1.51342 1.73281 0.0 -0.4 -0.1
S 2.30613 -0.02279 0.68985 0.3 0.0 0.1
C 2.67280 1.64057 1.44021 -0.1 0.5 -0.1
C 1.47193 2.40478 2.01838 0.3 0.2 0.3
S -0.04935 2.35056 0.94627 0.1 -0.2 0.2
H -1.09041 2.13588 3.09654 0.1 -0.1 -0.1
H -1.82086 3.44205 2.15823 0.0 0.0 -0.1
H -3.40216 2.06571 1.11726 0.0 -0.1 -0.1
H -3.21784 1.19199 2.63208 0.0 -0.1 0.0
H -3.12492 -2.18122 0.60276 0.0 0.1 0.0
H -3.44640 -1.52976 2.20337 0.0 0.1 0.0
H -1.76159 -3.45583 2.11590 0.1 0.0 -0.1
H -1.17571 -2.02406 2.99166 0.1 0.0 -0.1
H 1.82086 -3.44175 2.15556 0.0 0.0 -0.1
H 1.09044 -2.13630 3.09490 -0.1 0.1 -0.1
H 3.40208 -2.06464 1.11556 0.0 0.1 -0.1
H 3.21785 -1.19205 2.63104 0.0 0.1 0.0
H 3.12485 2.18263 0.60426 0.0 -0.1 0.0
H 3.44641 1.52994 2.20436 0.0 -0.1 0.0
H 1.76165 3.45614 2.11844 -0.1 0.0 -0.1
H 1.17577 2.02372 2.99315 -0.1 0.0 -0.1
N 1.13113 0.11883 5.25786 -0.1 0.0 -0.1
C -0.00002 -0.00075 4.55842 0.0 0.0 0.6
N -1.13141 -0.12085 5.25760 0.1 0.0 -0.1
O -0.00004 -0.00026 3.27464 0.0 0.0 -1.0
H 1.13094 0.11120 6.26939 0.0 0.0 0.0
H 2.03268 0.22794 4.82932 0.0 0.0 -0.1
H -1.13120 -0.11401 6.26915 0.0 0.0 0.0
H -2.03284 -0.22967 4.82872 0.0 0.0 -0.1
```
Positions in Å, forces in eV/Å.

---

2.
Density functional theory data (ωB97M-V/def2-TZVPD) for a cluster of 2 separate species, C3H11NOS in total.

Net charge: -1
LUMO level (alpha / beta) (eV): 3.49 / 3.55
2S+1: 2
⟨S²⟩: 0.7507

XYZ file:
```
17
Properties=species:S:1:pos:R:3:forces:R:3
C 0.09142 0.06379 -1.85495 0.1 1.0 -0.5
C 0.60821 0.18361 -0.43169 0.8 -0.5 -0.1
C 0.05046 1.37760 0.29398 -1.1 0.1 -0.2
S 0.32004 1.41030 2.06306 0.2 0.1 0.5
N 0.34542 -1.04156 0.30559 0.3 -1.1 0.3
H 0.83365 0.44187 -2.56423 0.2 -0.1 0.1
H -0.13073 -0.94494 -2.15312 -0.2 -0.5 0.0
H -0.76952 0.71035 -2.03437 -0.3 -0.3 0.2
H 1.68493 0.33759 -0.50132 0.3 0.1 0.1
H -1.04876 1.38403 0.21277 0.2 -0.1 0.0
H 0.36714 2.28032 -0.21336 0.4 0.3 0.0
H 1.66459 1.19356 2.09342 0.1 0.1 -0.2
H 0.87784 -1.06545 1.18167 -0.2 0.5 0.0
H 0.75892 -1.85127 -0.16922 -0.3 0.3 -0.3
H -2.27370 -2.15044 1.12891 -0.1 0.5 0.4
H -1.27174 -1.04282 1.09350 0.1 0.0 0.1
O -2.10819 -1.28654 1.54936 -0.4 -0.7 -0.4
```
Positions in Å, forces in eV/Å.

---

3.
Density functional theory data (ωB97M-V/def2-TZVPD) for a cluster of 2 separate species, C13H22N3O in total.

Net charge: +1
LUMO level (eV): -4.11

XYZ file:
```
39
Properties=species:S:1:pos:R:3:forces:R:3
C -3.16012 0.25867 0.84704 0.1 0.0 0.0
C -1.78695 -0.34079 0.54868 0.1 0.2 0.0
C -1.23484 -1.12227 1.77102 0.2 0.1 -0.3
C 0.25058 -1.01428 1.83679 -0.1 -0.1 -0.1
C 0.92568 -0.27515 2.78278 -0.5 0.0 0.1
C 2.29310 -0.20227 2.70626 0.4 0.2 0.1
N 2.94476 -0.83923 1.74482 0.0 -0.2 -0.1
C 4.39125 -0.70510 1.57276 0.1 0.2 0.0
C 4.72896 0.45082 0.63751 -0.3 0.0 -0.1
C 6.12763 0.99646 0.74429 -0.1 -0.1 -0.2
N 3.80914 0.85969 -0.12670 0.1 0.0 0.2
N 2.35277 -1.57682 0.82797 0.2 -0.1 -0.1
C 1.05222 -1.66093 0.87316 -0.3 0.0 0.0
H -3.73373 -0.39547 1.50661 -0.1 0.0 -0.1
H -3.06098 1.22534 1.34437 0.0 -0.1 0.0
H -3.71246 0.40528 -0.07768 0.0 0.0 0.0
H -1.83295 -0.98682 -0.32839 0.0 0.0 0.1
H -1.09344 0.46235 0.28388 0.0 0.0 0.0
H -1.49437 -2.17719 1.66010 -0.1 0.0 0.2
H -1.67765 -0.73788 2.68897 0.0 -0.1 0.0
H 0.39988 0.24588 3.57076 0.0 0.0 0.0
H 2.88467 0.36895 3.40850 0.1 0.0 -0.1
H 4.73297 -1.64814 1.14860 0.2 0.0 0.1
H 4.84288 -0.54074 2.55039 0.0 -0.1 0.0
H 6.56861 1.05137 -0.25160 0.0 0.1 0.1
H 6.77053 0.38493 1.37501 0.0 0.0 0.0
H 6.07816 2.00232 1.16350 0.1 0.0 0.0
H 4.12242 1.62796 -0.71957 0.0 0.0 0.0
H 0.59902 -2.27231 0.10288 0.1 0.0 0.0
C -3.55815 1.52739 -4.14484 0.1 0.0 0.1
C -3.88647 0.40190 -3.19836 0.0 0.0 -0.1
O -3.07848 -0.00830 -2.39347 0.0 0.0 0.0
C -5.26872 -0.18963 -3.30197 0.1 -0.1 0.1
H -2.54010 1.86891 -3.97691 0.0 0.0 0.0
H -3.66532 1.18941 -5.17665 0.0 0.0 0.0
H -4.25281 2.35538 -3.99468 0.0 0.0 0.0
H -5.43115 -0.58346 -4.30636 0.0 0.0 0.0
H -6.01926 0.58246 -3.12487 0.0 0.0 -0.1
H -5.38729 -0.98869 -2.57460 0.0 0.0 0.0
```
Positions in Å, forces in eV/Å.

---

4.
Density functional theory data (ωB97M-V/def2-TZVPD) for a cluster of 6 separate species, C18H46Cl4N2O2 in total.

Structure (SMILES): CCN(CC)CC.CCN(CC)CC.ClCCCl.ClCCCl.CO.CO
LUMO level (eV): 0.59

XYZ file:
```
72
Properties=species:S:1:pos:R:3:forces:R:3
C -1.00655 -0.11610 -3.15066 -0.2 -0.4 -2.2
O -0.24362 0.68390 -2.33426 0.8 -1.2 1.6
H -0.82511 0.17728 -4.18463 -0.4 0.2 -0.4
H -0.68098 -1.15528 -3.19773 0.1 -0.1 0.8
H -2.08195 -0.07039 -2.97883 -0.2 0.0 0.3
H -0.32078 1.60196 -2.60410 -0.4 1.2 0.0
C -1.38572 0.12326 0.57510 0.3 1.5 0.8
O -0.82251 -0.97948 -0.03143 -0.2 -1.2 -0.4
H -1.61893 -0.06256 1.62351 -0.1 -0.2 -0.1
H -0.63365 0.91196 0.55378 -0.1 0.5 0.3
H -2.24729 0.53620 0.05042 -0.4 -0.2 0.0
H -0.66048 -0.63930 -0.91439 0.5 -0.3 -0.4
C -0.85706 -2.13016 4.04755 0.5 0.7 0.4
C 0.24268 -2.65313 3.11450 -0.9 -0.2 0.6
N 1.53878 -2.71621 3.79523 0.9 -0.7 1.6
C 2.61897 -3.09952 2.93631 0.2 -0.4 -1.3
C 2.98593 -2.03008 1.97031 0.6 0.5 -0.7
C 1.63159 -3.61543 5.00126 -1.7 -0.5 -0.8
C 1.25111 -5.12542 4.73666 0.1 1.1 0.1
H -1.13682 -2.85282 4.81411 0.0 0.0 0.0
H -1.77761 -1.75748 3.59835 0.1 -0.5 -0.5
H -0.44531 -1.23718 4.51780 0.1 0.0 0.4
H -0.07567 -3.63263 2.75765 0.1 -0.4 -0.3
H 0.24913 -1.99285 2.24727 0.5 0.0 0.0
H 3.50364 -3.49727 3.43355 -0.1 0.5 0.7
H 2.36410 -3.93628 2.28593 -0.5 -0.6 -0.1
H 3.35018 -1.11193 2.43119 -0.2 0.1 0.2
H 3.79305 -2.37388 1.32342 0.0 -0.1 -0.1
H 2.12601 -1.83414 1.32981 0.1 0.3 -0.1
H 0.93994 -3.20322 5.73596 0.0 -0.2 0.2
H 2.62325 -3.60956 5.45368 0.1 0.5 -0.4
H 1.96372 -5.64743 4.09809 0.1 0.1 0.1
H 0.28186 -5.19129 4.24238 -0.1 -0.1 0.1
H 1.19816 -5.63441 5.69906 0.0 -0.1 -0.1
C 1.82872 3.07454 -3.32984 0.9 1.2 0.3
C 0.68459 3.89846 -2.73173 1.4 0.1 0.1
N -0.57499 3.30535 -2.99950 -0.6 -1.0 -0.6
C -1.64924 3.99267 -2.37477 -1.2 0.5 1.0
C -1.56555 4.13440 -0.84500 -0.1 -0.3 -0.5
C -0.82209 3.05385 -4.42775 0.0 -0.3 -0.3
C -0.74709 4.25160 -5.33826 0.8 1.0 -0.2
H 1.85793 3.00424 -4.41718 -0.5 -0.3 0.0
H 1.96484 2.10524 -2.85024 -0.2 0.0 -0.2
H 2.72511 3.66866 -3.15202 0.3 -0.1 0.3
H 0.83230 4.02114 -1.65877 0.0 -0.7 0.1
H 0.74864 4.94686 -3.02302 -0.1 0.3 -0.8
H -2.58688 3.48042 -2.59048 0.0 -0.2 -0.2
H -1.75585 5.00339 -2.76871 -0.1 0.4 -0.3
H -1.25595 3.20417 -0.36865 0.3 0.0 0.0
H -2.57892 4.31594 -0.48690 0.1 0.4 0.1
H -0.89421 4.94962 -0.57511 -0.1 -0.1 0.3
H -0.09270 2.31169 -4.75228 0.0 0.0 -0.1
H -1.80042 2.59418 -4.56798 -0.1 -0.1 0.4
H 0.22874 4.73242 -5.26998 0.2 0.0 0.2
H -0.79316 4.01353 -6.40095 -0.5 -0.3 0.1
H -1.45837 5.03601 -5.07964 -0.2 -0.2 -0.2
Cl -4.35422 -4.59050 -0.34473 -0.1 -1.0 -0.3
C -3.41958 -3.19435 0.19425 -1.0 0.2 0.8
C -4.14672 -2.66292 1.49255 2.3 -0.2 -1.4
Cl -3.64376 -3.70639 2.87663 -0.8 0.1 -0.4
H -3.49870 -2.53989 -0.67380 0.2 0.5 0.5
H -2.38532 -3.48532 0.37790 -0.2 0.1 0.0
H -5.21713 -2.62357 1.29061 0.2 0.0 0.6
H -3.65823 -1.71172 1.70399 -0.6 0.2 0.1
Cl 1.67476 2.87302 0.80592 0.3 -0.6 0.0
C 2.05145 1.19553 0.23055 -0.1 -0.1 -1.0
C 3.52831 1.09019 -0.16497 -0.6 0.7 0.7
Cl 3.86985 -0.50774 -0.87012 0.0 0.2 0.1
H 1.44865 1.04701 -0.66537 -0.1 0.0 0.1
H 1.72346 0.45326 0.95827 0.3 0.3 0.2
H 4.11594 1.28977 0.73110 0.3 -0.4 -0.2
H 3.77372 1.84616 -0.91087 -0.1 -0.1 0.0
```
Positions in Å, forces in eV/Å.

---

We obtain strongest force on any atom values of 0.0197; 0.0227; 0.0095; 0.0529 hartree/bohr for the records listed above, in that order.